{"formula": "C34H29NO4S3Sb3Tc", "method": "ωB97M-V/def2-TZVPD", "symbols": ["Tc", "O", "C", "O", "C", "C", "C", "C", "C", "N", "C", "O", "O", "H", "H", "H", "C", "C", "C", "Sb", "C", "C", "C", "C", "C", "C", "C", "C", "C", "C", "C", "C", "Sb", "C", "C", "C", "C", "C", "C", "C", "C", "C", "C", "C", "C", "H", "H", "H", "H", "H", "H", "H", "H", "H", "H", "H", "H", "H", "H", "H", "H", "H", "H", "H", "H", "H", "H", "H", "H", "H", "H", "S", "Sb", "S", "S"], "xyz": [[0.36148, -1.21555, -0.10291], [1.76420, -2.17588, 3.59420], [1.04532, -1.97254, 2.60874], [1.21098, -0.98874, 1.79787], [-0.04914, -2.92996, 2.24102], [-0.52656, -4.00849, 2.96923], [-1.50565, -4.80099, 2.38251], [-1.99297, -4.51308, 1.10870], [-1.46450, -3.41811, 0.44485], [-0.52290, -2.69117, 1.02548], [-1.83435, -2.88849, -0.92713], [-2.71074, -3.38978, -1.58617], [-1.13359, -1.82961, -1.28518], [-0.12017, -4.21762, 3.94755], [-1.89329, -5.65532, 2.91895], [-2.75673, -5.11007, 0.63224], [1.24253, 2.73144, -0.36057], [-0.15747, 3.21857, -0.72447], [-1.23108, 2.78714, 0.26942], [-1.48994, 0.67443, 0.57801], [-3.25848, 0.36442, -0.52952], [-4.31153, -0.39809, -0.04005], [-5.42077, -0.65102, -0.83341], [-5.48208, -0.14526, -2.12079], [-4.43029, 0.60890, -2.61943], [-3.32057, 0.85815, -1.82782], [-2.19553, 0.71611, 2.57592], [-3.48855, 1.11723, 2.90213], [-3.89557, 1.16298, 4.22546], [-3.01237, 0.81536, 5.23721], [-1.71865, 0.43144, 4.92406], [-1.31190, 0.38265, 3.59926], [1.73412, 0.82076, -1.18965], [3.77471, 0.75551, -0.64839], [4.65668, -0.04164, -1.37149], [5.97237, -0.18145, -0.96053], [6.41709, 0.46757, 0.18384], [5.54433, 1.26125, 0.91061], [4.22647, 1.40390, 0.49554], [1.83612, 1.34927, -3.23259], [2.81773, 2.21360, -3.70759], [2.81814, 2.60541, -5.03604], [1.83678, 2.13769, -5.89783], [0.85969, 1.27189, -5.43341], [0.86089, 0.87749, -4.10268], [1.35486, 2.66763, 0.72423], [2.00762, 3.41774, -0.73008], [-0.43049, 2.90278, -1.73822], [-0.15293, 4.31240, -0.75906], [-2.21341, 3.14896, -0.04209], [-1.02900, 3.20531, 1.25826], [-4.26716, -0.81542, 0.95965], [-6.23219, -1.25232, -0.44793], [-6.34400, -0.34653, -2.74257], [-4.46933, 0.99271, -3.62999], [-2.49837, 1.43370, -2.24171], [-4.18568, 1.39832, 2.12174], [-4.90363, 1.47264, 4.46791], [-3.33160, 0.85066, 6.26934], [-1.02111, 0.16955, 5.70791], [-0.29356, 0.09922, 3.36840], [4.32058, -0.57029, -2.25682], [6.64855, -0.80570, -1.52852], [7.44215, 0.35076, 0.50872], [5.88360, 1.76585, 1.80655], [3.55627, 2.01651, 1.08688], [3.59536, 2.57546, -3.04436], [3.58688, 3.27380, -5.40095], [1.83862, 2.44417, -6.93494], [0.09930, 0.89621, -6.10469], [0.10373, 0.18563, -3.74583], [4.50672, -4.50321, 3.59640], [3.93314, -2.74680, 2.40778], [2.15078, -2.42164, -0.68288], [2.60002, -3.92841, 0.71169]], "lowdin_charge": [0.6340, -0.1259, -0.7222, -0.2794, -0.2146, 0.0388, -0.0162, 0.0405, -0.1575, -0.0234, -0.5549, 0.1090, -0.2757, 0.1313, 0.1141, 0.1269, -0.3760, -0.3735, -0.3518, 1.5332, -0.3819, -0.1335, -0.0755, -0.0781, -0.0757, -0.1258, -0.3649, -0.1292, -0.0824, -0.0826, -0.0749, -0.1250, 1.4285, -0.3960, -0.1574, -0.0814, -0.0881, -0.0887, -0.1246, -0.3778, -0.1224, -0.0839, -0.0844, -0.0827, -0.1318, 0.0559, 0.0632, 0.0858, 0.1085, 0.0615, 0.0629, 0.0985, 0.1061, 0.1045, 0.1048, 0.0938, 0.0961, 0.1048, 0.1038, 0.1083, 0.0777, 0.0960, 0.1059, 0.1037, 0.1047, 0.0904, 0.1007, 0.1045, 0.1036, 0.1051, 0.0951, -0.2093, 0.6367, 0.0385, -0.0481], "homo_energy_ev": [-7.74, -7.76], "homo_lumo_gap_ev": [6.7, 6.7], "e_above_lowest_kcal_mol": 1.8}

---

{"formula": "C34H30CdN5OPS", "method": "ωB97M-V/def2-TZVPD", "symbols": ["Cd", "N", "C", "S", "N", "N", "C", "C", "C", "C", "C", "C", "N", "H", "H", "H", "H", "H", "H", "H", "O", "C", "C", "C", "C", "C", "C", "C", "P", "C", "C", "C", "C", "C", "C", "C", "C", "C", "C", "C", "C", "H", "H", "H", "H", "H", "H", "H", "H", "H", "H", "H", "H", "H", "H", "C", "C", "C", "C", "C", "C", "C", "C", "N", "H", "H", "H", "H", "H", "H", "H", "H", "H"], "xyz": [[-0.12767, -0.65961, 0.08628], [-0.18813, -4.92155, 2.14084], [-0.06014, -3.80982, 1.32775], [-1.25386, -2.59312, 1.50741], [0.96085, -3.88293, 0.50697], [1.06406, -2.83048, -0.34294], [2.06890, -2.84242, -1.12605], [2.29169, -1.75188, -2.07919], [3.49651, -1.67171, -2.77434], [3.69515, -0.61646, -3.64779], [2.68683, 0.31869, -3.80632], [1.51353, 0.15751, -3.07938], [1.31538, -0.85400, -2.23939], [-0.70306, -4.75476, 2.98855], [0.66152, -5.45766, 2.23002], [2.79259, -3.65747, -1.08152], [4.26367, -2.41754, -2.60598], [4.62988, -0.52032, -4.18806], [2.79778, 1.17621, -4.45629], [0.70465, 0.87939, -3.13305], [2.63031, 0.70829, 0.76297], [1.41683, 0.85690, 0.67023], [0.81591, 2.19189, 1.05435], [1.33246, 2.80415, 2.19948], [0.77137, 3.95786, 2.71267], [-0.30813, 4.53146, 2.04860], [-0.80058, 3.95187, 0.89213], [-0.26820, 2.76777, 0.37173], [-0.86538, 2.06176, -1.25195], [0.30976, 3.91728, -1.98345], [-0.00521, 5.19342, -2.46700], [0.94922, 6.06595, -2.98908], [2.28563, 5.68946, -3.04144], [2.64301, 4.43530, -2.55497], [1.66848, 3.58485, -2.04378], [-2.39941, 3.00765, -1.67659], [-3.47102, 3.15507, -0.79570], [-4.66178, 3.74882, -1.19442], [-4.81927, 4.19063, -2.50029], [-3.77085, 4.03307, -3.39878], [-2.58001, 3.45318, -2.98610], [2.18611, 2.33648, 2.67739], [1.17198, 4.41458, 3.61179], [-0.75437, 5.44844, 2.42018], [-1.59540, 4.45311, 0.35434], [-1.03974, 5.53702, -2.44378], [0.64915, 7.04679, -3.35209], [3.03599, 6.36244, -3.44454], [3.68467, 4.12387, -2.57011], [1.98398, 2.61342, -1.65751], [-3.37258, 2.77554, 0.21322], [-5.47819, 3.84029, -0.48632], [-5.75368, 4.63922, -2.81955], [-3.88057, 4.36227, -4.42673], [-1.76086, 3.34419, -3.68795], [-2.38439, -0.14777, -3.15596], [-3.40614, -0.15963, -2.05568], [-4.69905, -0.60044, -2.30478], [-5.63324, -0.73089, -1.28601], [-5.24056, -0.43183, 0.01341], [-3.95985, 0.01515, 0.29902], [-3.55702, 0.33663, 1.70957], [-3.00560, 0.20335, -0.74029], [-1.76793, 0.70200, -0.43120], [-2.76744, -0.65437, -4.04623], [-1.47128, -0.65198, -2.82259], [-2.08549, 0.86336, -3.44081], [-4.97174, -0.86679, -3.32305], [-6.64004, -1.07451, -1.49619], [-5.95004, -0.54307, 0.82979], [-4.41028, 0.24724, 2.38772], [-3.13699, 1.34281, 1.78149], [-2.76655, -0.33107, 2.06070]], "lowdin_charge": [1.1855, 0.0121, -0.9634, 0.4548, -0.0616, -0.0973, -0.1284, -0.2893, -0.0474, -0.0879, -0.0662, -0.1515, 0.0767, 0.0470, 0.0672, 0.1045, 0.0979, 0.0947, 0.0988, 0.0563, -0.1064, -0.4141, -0.2620, -0.0688, -0.1225, -0.1117, -0.1033, -0.3017, 0.9204, -0.2213, -0.1461, -0.1459, -0.1603, -0.1335, -0.1546, -0.3447, -0.0979, -0.0940, -0.1270, -0.1102, -0.1396, 0.0974, 0.0801, 0.0846, 0.0895, 0.0765, 0.0751, 0.0719, 0.0808, 0.0717, 0.0884, 0.0910, 0.0808, 0.0867, 0.0989, -0.0732, -0.2284, -0.0932, -0.1424, -0.0951, -0.2507, -0.0804, -0.3815, -0.3226, 0.0651, 0.0516, 0.0391, 0.0885, 0.0712, 0.0880, 0.0630, 0.0581, 0.0119], "total_charge": -2, "homo_energy_ev": -0.30, "homo_lumo_gap_ev": 5.0}

---

{"formula": "C34H30N6NaO6S", "method": "ωB97M-V/def2-TZVPD", "symbols": ["Na", "C", "C", "N", "C", "C", "C", "C", "C", "C", "C", "N", "C", "C", "C", "C", "C", "C", "C", "C", "N", "C", "H", "H", "H", "H", "H", "H", "H", "H", "H", "H", "H", "H", "O", "C", "O", "C", "C", "C", "C", "C", "C", "N", "O", "O", "H", "H", "H", "H", "C", "C", "C", "C", "C", "C", "C", "S", "C", "O", "H", "H", "H", "H", "H", "H", "H", "H", "H", "H", "N", "C", "N", "O", "H", "H", "H", "H"], "xyz": [[0.24521, -0.04947, -0.91430], [0.56981, 4.64449, -2.36599], [0.05008, 3.39308, -1.98462], [0.74951, 2.28543, -2.02102], [2.03782, 2.33432, -2.42645], [2.66439, 3.54966, -2.81688], [1.86959, 4.71752, -2.78346], [4.02420, 3.55555, -3.18857], [4.74306, 2.38508, -3.12823], [4.15290, 1.18448, -2.72783], [2.79221, 1.10268, -2.40921], [2.13166, -0.04350, -2.15689], [2.63891, -1.03676, -1.39907], [3.51510, -0.80957, -0.32504], [3.92988, -1.82674, 0.53514], [3.52570, -3.12222, 0.35989], [2.66367, -3.42992, -0.70661], [2.20265, -4.74325, -0.93666], [1.39302, -5.00824, -2.00377], [1.05618, -3.94847, -2.85828], [1.45332, -2.71400, -2.67299], [2.21651, -2.41231, -1.60113], [-0.05248, 5.52899, -2.32097], [-0.97306, 3.30288, -1.62892], [2.31228, 5.66287, -3.07806], [4.48757, 4.48372, -3.50354], [5.79176, 2.38805, -3.40465], [4.74205, 0.27603, -2.69669], [3.85955, 0.20363, -0.15676], [4.58050, -1.57206, 1.36479], [3.82501, -3.90549, 1.04458], [2.50749, -5.52409, -0.24908], [1.01274, -6.00205, -2.20229], [0.42105, -4.12351, -3.72333], [-2.82852, 2.00097, 0.32857], [-1.69197, 1.77837, 0.76417], [-0.84493, 0.94080, 0.35036], [-1.22310, 2.60380, 1.96680], [0.13382, 2.86050, 2.15061], [0.56881, 3.56049, 3.25885], [-0.36173, 3.97970, 4.20458], [-1.71878, 3.73096, 4.03747], [-2.14157, 3.05764, 2.90665], [0.09222, 4.68465, 5.38873], [1.27558, 4.95817, 5.48293], [-0.72895, 4.96436, 6.24568], [0.83103, 2.48920, 1.41087], [1.61482, 3.77814, 3.41780], [-2.41661, 4.07216, 4.78774], [-3.19331, 2.86871, 2.73375], [-5.86982, -3.35550, 0.85698], [-4.45303, -2.88710, 1.06835], [-3.38247, -3.75454, 0.86747], [-2.07961, -3.32986, 1.06418], [-1.83051, -2.02984, 1.47013], [-2.88287, -1.15412, 1.68360], [-4.18593, -1.58760, 1.48670], [-0.09281, -1.54914, 1.56457], [-0.20128, -0.81035, 3.23455], [0.63492, -2.82824, 1.76212], [-5.89374, -4.20142, 0.17005], [-6.49112, -2.55646, 0.45186], [-6.31291, -3.67729, 1.80279], [-3.57798, -4.76585, 0.52843], [-1.23761, -3.98946, 0.89480], [-2.70052, -0.12816, 1.97190], [-5.00801, -0.89775, 1.64401], [-0.70734, -1.50783, 3.89817], [-0.73252, 0.13743, 3.17102], [0.82642, -0.64751, 3.55374], [-0.85975, -0.90059, -3.39675], [-1.60180, -1.14621, -2.28955], [-2.95503, -0.89700, -2.37202], [-1.09084, -1.57659, -1.25770], [-1.28982, -0.74378, -4.28925], [0.09370, -1.28864, -3.35909], [-3.24432, -0.22641, -3.06432], [-3.38011, -0.75561, -1.46541]], "lowdin_charge": [0.2062, -0.0672, -0.1309, 0.1282, -0.1440, -0.1746, -0.0341, -0.0885, -0.1090, -0.0411, -0.2446, 0.0486, -0.2575, -0.0356, -0.1009, -0.0866, -0.1733, -0.0229, -0.0707, -0.1543, 0.0992, -0.1499, 0.0946, 0.1060, 0.1072, 0.0931, 0.0938, 0.1075, 0.1071, 0.0986, 0.1025, 0.1125, 0.0925, 0.1002, 0.0019, -0.6541, -0.1222, -0.1184, -0.0010, 0.0113, -0.1603, 0.0034, -0.0095, -0.3607, 0.0612, 0.0562, 0.1223, 0.1163, 0.1131, 0.1182, -0.0602, -0.2851, -0.0393, -0.0698, -0.3625, -0.0641, -0.0390, 0.9517, -0.1943, -0.5054, 0.0703, 0.0728, 0.0776, 0.1079, 0.1072, 0.0937, 0.1141, 0.0608, 0.0331, 0.0532, 0.1884, -0.6291, 0.1768, -0.0170, 0.0998, 0.0779, 0.0920, 0.0988], "total_charge": -1, "homo_energy_ev": -3.68, "homo_lumo_gap_ev": 5.3, "e_above_lowest_kcal_mol": 21.8}

---

{"formula": "C34H31AsBrF4FeN2O9P3S", "method": "ωB97M-V/def2-TZVPD", "symbols": ["Fe", "O", "C", "O", "C", "C", "C", "C", "C", "C", "N", "C", "C", "C", "C", "C", "C", "N", "H", "H", "H", "H", "H", "H", "H", "H", "H", "H", "F", "C", "C", "F", "C", "F", "C", "P", "C", "C", "C", "C", "C", "C", "C", "C", "C", "C", "C", "C", "C", "Br", "C", "F", "H", "H", "H", "H", "H", "H", "H", "H", "H", "H", "O", "P", "O", "O", "O", "P", "O", "O", "O", "H", "H", "C", "As", "C", "C", "S", "H", "H", "H", "H", "H", "H", "H", "H", "H"], "xyz": [[-0.20074, -0.68898, 0.09011], [-3.43019, -3.57070, 6.14596], [-2.14482, -3.47731, 5.76247], [-1.35693, -4.33527, 6.04454], [-1.77040, -2.33324, 4.87087], [-2.61812, -1.84962, 3.88458], [-2.15458, -0.93640, 2.94609], [-0.84786, -0.49347, 3.01711], [-0.01608, -0.91720, 4.05134], [-0.47037, -1.84474, 4.96514], [-0.25968, 0.26597, 1.93845], [0.35333, 1.35055, 2.25483], [1.08811, 2.23302, 1.33750], [2.13148, 3.00626, 1.82177], [2.81058, 3.81190, 0.91790], [2.40124, 3.82067, -0.40195], [1.32562, 3.02143, -0.78076], [0.67839, 2.24467, 0.07438], [-3.91668, -2.76784, 5.92414], [-3.62935, -2.22952, 3.79233], [-2.79583, -0.62153, 2.13442], [1.00992, -0.57197, 4.08171], [0.18046, -2.22832, 5.73985], [0.33437, 1.64201, 3.30444], [2.40533, 2.97340, 2.86860], [3.63985, 4.42616, 1.24275], [2.90115, 4.44040, -1.13397], [0.96669, 2.99653, -1.80347], [-7.75193, -1.15631, -0.04273], [-6.57332, -0.55426, -0.05590], [-6.49384, 0.81887, 0.09255], [-7.60294, 1.52759, 0.24630], [-5.25522, 1.43765, 0.07638], [-5.24348, 2.76233, 0.21649], [-4.07213, 0.72753, -0.07850], [-2.39488, 1.50706, -0.12973], [-2.46331, 2.61418, 1.32897], [-1.64459, 3.74423, 1.37072], [-1.54388, 4.50805, 2.52576], [-2.25158, 4.15151, 3.66360], [-3.07445, 3.03419, 3.63378], [-3.17826, 2.27522, 2.47804], [-2.59394, 2.61248, -1.56994], [-3.10737, 3.90744, -1.49293], [-3.27571, 4.65996, -2.64553], [-2.95096, 4.12300, -3.88377], [-2.45334, 2.83134, -3.96855], [-2.26772, 2.08096, -2.81671], [-4.18871, -0.65331, -0.23862], [-2.68901, -1.75575, -0.55119], [-5.41528, -1.29324, -0.22398], [-5.51356, -2.61084, -0.37579], [-1.08343, 4.03539, 0.49243], [-0.91203, 5.38734, 2.53024], [-2.17357, 4.74962, 4.56219], [-3.64816, 2.75850, 4.50959], [-3.84723, 1.42426, 2.47214], [-3.38507, 4.32943, -0.53681], [-3.67224, 5.66467, -2.57614], [-3.09135, 4.71220, -4.78098], [-2.20442, 2.40864, -4.93351], [-1.85160, 1.08551, -2.87829], [0.53262, -1.38390, -3.79285], [0.72970, -0.89644, -2.31050], [0.11382, -1.94029, -1.38724], [0.16782, 0.42955, -1.94075], [2.31809, -0.91808, -2.10683], [2.88976, -0.88364, -0.57624], [3.81124, 0.40975, -0.56314], [3.63535, -2.11916, -0.28833], [1.70350, -0.52677, 0.32811], [0.88300, -0.79884, -4.47664], [4.74065, 0.17190, -0.68227], [2.21286, -4.75139, 0.01361], [1.60688, -3.80793, 1.56014], [0.99964, -5.13366, 2.81391], [2.92123, -2.76152, 2.48688], [-0.26347, -2.78410, 1.25831], [3.06503, -5.36905, 0.29256], [2.51148, -4.02413, -0.73330], [1.38354, -5.36735, -0.32667], [1.83562, -5.77868, 3.08148], [0.21190, -5.72491, 2.35064], [0.60329, -4.64057, 3.70092], [2.85161, -3.00789, 3.54426], [2.69531, -1.71428, 2.30858], [3.90462, -2.98441, 2.08232]], "lowdin_spin": [1.2766, 0.0000, -0.0001, -0.0003, -0.0016, -0.0008, -0.0017, -0.0010, -0.0009, -0.0002, -0.0184, 0.0007, -0.0001, 0.0004, -0.0001, 0.0004, -0.0003, -0.0021, 0.0000, 0.0000, -0.0001, 0.0000, 0.0000, -0.0006, 0.0000, 0.0000, 0.0000, 0.0000, 0.0000, -0.0001, 0.0002, 0.0001, 0.0008, 0.0001, 0.0033, 0.0247, 0.0017, 0.0021, -0.0003, 0.0020, -0.0003, 0.0021, 0.0043, 0.0014, 0.0002, 0.0006, -0.0001, 0.0010, -0.0002, -0.0053, 0.0000, -0.0001, 0.0001, -0.0001, 0.0001, -0.0001, 0.0001, 0.0001, 0.0000, 0.0000, 0.0000, 0.0001, -0.0005, 0.0004, -0.0229, 0.0221, 0.0009, -0.0028, -0.0029, 0.0019, -0.0336, -0.0001, -0.0003, 0.0019, -0.0140, -0.0170, 0.0004, -0.2191, 0.0004, 0.0001, 0.0000, -0.0022, -0.0007, -0.0005, 0.0000, 0.0001, 0.0001], "total_charge": 1, "s2": 1.16, "homo_energy_ev": [-10.91, -11.00], "homo_lumo_gap_ev": [6.1, 7.6], "e_above_lowest_kcal_mol": 43.0, "spin_multiplicity": 2}